ORCA calculation (ωB97M-V with the def2-TZVPD basis set) on 8 unconnected molecules or ions with the total composition C8H32N16O8.

```
64
Properties=species:S:1:pos:R:3:forces:R:3
N 0.64338 2.62487 5.55169 -0.36 0.20 -0.07
C 0.78220 2.52675 4.18649 -0.02 -0.49 -0.45
N 2.03072 2.25028 3.73269 -0.50 0.23 0.59
O -0.18013 2.64251 3.42619 0.23 0.15 0.07
H 1.13747 1.97775 6.14405 0.16 0.06 -0.07
H -0.32471 2.75986 5.79792 0.05 -0.07 0.19
H 2.16098 2.27829 2.73279 0.36 -0.04 -0.08
H 2.76895 2.49538 4.36954 0.36 -0.12 -0.39
N 4.40065 2.27384 -0.73160 0.54 -0.39 -0.60
C 3.85883 1.12976 -0.22527 -0.01 0.50 1.18
N 4.11421 0.00412 -0.91700 0.43 -0.13 -0.91
O 3.24274 1.14336 0.84460 -0.25 -0.04 0.06
H 4.72740 2.26159 -1.68286 -0.18 0.20 -0.06
H 4.15076 3.17448 -0.37222 -0.30 -0.15 0.23
H 3.81308 -0.92159 -0.66596 -0.31 0.17 0.39
H 4.73793 0.05013 -1.70375 -0.08 -0.03 -0.03
N -1.43758 -3.29824 -3.73954 -0.05 -0.34 -0.49
C -1.23413 -2.53847 -2.62469 0.81 -0.23 -0.32
N -1.10145 -1.20229 -2.87408 -0.60 0.62 0.29
O -1.06019 -3.02855 -1.52266 -0.32 0.23 0.23
H -1.88037 -2.94760 -4.56871 0.05 0.18 0.07
H -1.38529 -4.29724 -3.65278 -0.20 0.00 0.32
H -0.95855 -0.60545 -2.07839 0.42 -0.14 0.05
H -0.98704 -0.78546 -3.77836 -0.06 -0.32 -0.14
N 0.68434 0.10879 1.67680 0.12 0.02 -0.23
C 0.04225 -0.19324 0.51863 0.06 -0.94 0.67
N -1.31499 -0.13431 0.61110 -0.04 -0.09 -0.12
O 0.64633 -0.61596 -0.47155 -0.11 0.48 -0.21
H 0.17187 0.31067 2.51535 0.03 0.12 -0.03
H 1.69012 0.22108 1.63899 0.01 0.14 -0.11
H -1.90617 -0.55733 -0.08005 0.19 -0.02 -0.15
H -1.74666 0.47427 1.28093 -0.11 0.07 -0.06
N -3.96990 -3.07389 -0.15574 0.26 -0.06 -0.24
C -4.42452 -4.28890 -0.59156 0.05 -1.30 1.18
N -5.76389 -4.53316 -0.36661 -0.64 0.90 -0.17
O -3.67857 -5.17462 -0.96491 -0.05 0.25 -0.34
H -2.96178 -3.00884 -0.16246 -0.02 0.31 -0.32
H -4.55178 -2.26007 -0.09595 0.03 0.02 0.05
H -6.27648 -3.86050 0.17839 0.04 -0.03 0.03
H -6.09291 -5.47397 -0.25610 0.38 -0.18 -0.30
N -2.28761 2.63234 0.90339 -0.12 -0.20 0.52
C -3.35306 2.84693 1.77813 -0.49 0.72 -0.74
N -2.91721 3.11469 3.02981 0.43 -0.38 -0.24
O -4.51061 2.83737 1.38893 0.26 -0.07 0.28
H -1.37656 2.85661 1.27565 0.12 0.15 -0.40
H -2.48208 2.84117 -0.05846 0.00 -0.04 -0.03
H -1.91735 2.96990 3.16271 -0.46 0.36 0.84
H -3.54898 3.39036 3.75574 -0.06 -0.18 0.00
N 2.35317 -2.95268 0.69420 0.17 -0.03 0.54
C 3.08374 -3.47907 -0.33305 -0.53 -0.14 0.67
N 2.71539 -2.98391 -1.54984 0.48 0.19 -0.38
O 3.96081 -4.30838 -0.14763 0.01 0.18 -0.36
H 1.69928 -2.19169 0.61004 -0.04 -0.04 -0.34
H 2.56656 -3.30588 1.60821 0.04 0.02 0.00
H 1.85570 -2.46824 -1.65272 -0.07 -0.09 -0.02
H 3.15612 -3.41179 -2.34304 -0.16 -0.01 -0.10
N 1.15141 2.32777 -1.86740 -0.41 0.69 -0.21
C 1.59728 3.05652 -2.96306 -0.16 -1.20 0.89
N 0.63918 3.80927 -3.59912 0.70 0.21 -0.18
O 2.75498 3.00737 -3.32227 0.12 0.11 -0.46
H 1.50940 1.39644 -1.71812 0.20 0.06 0.14
H 0.18508 2.46228 -1.62028 -0.01 -0.33 0.07
H -0.33540 3.67314 -3.40602 -0.02 -0.14 -0.18
H 0.93367 3.97136 -4.54916 -0.39 0.43 -0.02
```
Positions in Å, forces in eV/Å.

Frontier orbital gap in Eh: 0.3468
Spin multiplicity: 1
HOMO level in eV: -9.4
SMILES string: NC(N)=O.NC(N)=O.NC(N)=O.NC(N)=O.NC(N)=O.NC(N)=O.NC(N)=O.NC(N)=O
Energy above the lowest of the compared OMol25 structures with the same formula, charge and spin in eV: 0.879